Entry 1:
Computed, not measured: 2 unconnected molecules or ions with the total composition C4H12 in a non-equilibrium geometry, with wB97M-V/def2-TZVPD.

XYZ file:
```
16
Properties=species:S:1:pos:R:3:forces:R:3:lowdin_charge:R:1
C 1.335 -1.459 -1.063 0.614 0.184 -0.511 -0.17
C 2.088 -1.909 0.185 -0.894 -0.558 0.096 -0.17
C -2.401 1.951 0.594 -0.185 -0.036 -0.206 -0.18
C -0.995 1.434 0.305 -0.208 0.240 0.332 -0.18
H -2.613 2.888 0.071 0.095 -0.082 -0.006 0.06
H -0.781 0.547 0.904 0.034 0.000 -0.053 0.06
H 2.721 -2.773 -0.037 0.319 0.383 -0.006 0.06
H -0.917 1.161 -0.745 0.206 0.065 -0.056 0.05
H -3.139 1.223 0.257 -0.094 0.007 0.040 0.06
H 0.665 -2.226 -1.455 -0.150 0.107 0.223 0.06
H 2.622 -1.082 0.644 0.316 -0.141 -0.031 0.06
H -0.254 2.198 0.558 0.044 -0.169 -0.180 0.07
H -2.579 2.129 1.652 0.091 -0.010 0.137 0.06
H 1.383 -2.302 0.925 0.006 0.258 0.070 0.06
H 2.052 -1.271 -1.868 -0.003 0.020 0.008 0.06
H 0.812 -0.510 -0.926 -0.191 -0.268 0.144 0.04
```
Positions in Å, forces in eV/Å.

Values from the calculation:
Relative energy (zero: lowest compared OMol25 entry of this formula, charge and spin)   0.075 eV
Calculated total energy   -159.582232 Eh
Net charge   0
Spin multiplicity   1
SMILES string   CC.CC
Largest force on an atom   1.1 eV/A


Entry 2:
Computed, not measured: C5H14N2O in the gas phase in a non-equilibrium geometry, with wB97M-V/def2-TZVPD.

XYZ file:
```
22
Properties=species:S:1:pos:R:3:forces:R:3:lowdin_charge:R:1
O 2.957 1.678 0.963 -0.316 -0.279 -0.368 -0.07
N 1.036 1.183 -0.384 0.177 0.504 -0.427 -0.03
N -1.307 -2.427 1.213 -0.316 0.222 -0.085 -0.02
C -0.295 -0.888 -0.525 -1.083 0.885 -0.481 -0.16
C -1.521 -1.669 -0.036 0.933 -0.866 1.057 -0.27
C -1.346 1.445 -0.493 -0.260 -0.279 -0.952 -0.06
C -0.230 0.567 -0.008 1.295 -0.649 0.388 -0.42
C 2.264 0.717 0.132 0.769 -0.118 0.407 -0.31
H -1.792 -2.458 -0.736 -0.305 0.479 -0.474 0.10
H -0.149 0.496 1.085 -0.589 0.233 0.055 0.15
H -1.405 -1.843 2.031 0.364 -0.096 0.080 0.05
H -1.321 1.511 -1.592 0.356 0.069 0.105 0.09
H 2.118 -0.145 0.776 -0.273 0.002 0.254 0.11
H -0.380 -0.803 -1.614 0.347 -0.161 -0.105 0.11
H 0.635 -1.377 -0.251 0.031 -0.299 -0.137 0.10
H 2.983 0.357 -0.618 -0.233 0.320 -0.274 0.12
H -2.319 1.010 -0.335 -0.387 0.022 0.541 0.06
H -2.337 -0.978 0.169 -0.249 -0.249 -0.366 0.10
H 3.047 2.461 0.411 0.058 0.116 0.168 0.07
H -0.428 -2.934 1.206 -0.133 0.259 0.179 0.06
H -1.285 2.450 -0.111 -0.063 0.253 0.322 0.08
H 1.074 1.649 -1.282 -0.123 -0.369 0.112 0.12
```
Positions in Å, forces in eV/Å.

Values from the calculation:
Relative energy (zero: lowest compared OMol25 entry of this formula, charge and spin)   1.909 eV
Calculated total energy   -383.630555 Eh
Net charge   0
Spin multiplicity   1
SMILES string   C[C@@H](CCN)NCO
Largest force on an atom   1.7 eV/A